(1)
Here is a cluster of 3 separate species, C26H43N2O6P in total in a non-equilibrium geometry from the Open Molecules 2025 dataset. Energies are from wB97M-V/def2-TZVPD.

The calculation puts the total energy at -1918.31849 a.u. The LUMO energy (alpha / beta) comes out at -1.780 / -1.780 eV. The calculation puts the HOMO-LUMO gap (alpha / beta) at 7.29 / 7.90 eV. Its spin multiplicity is 3. Its net charge is 0.

Atoms and positions in Å:
O 4.695565 -1.006907 2.741830
C 4.999093 -0.924722 1.420824
C 3.796070 -1.323015 0.377126
C 2.469610 -0.390581 0.622299
C 2.428045 0.875576 1.430616
C 0.960841 1.659658 1.603350
O 0.846855 3.006530 1.662217
C -0.347399 0.627819 1.749432
C -0.309879 -0.619834 0.921820
P -1.623307 -2.006306 0.913313
O -1.121576 -3.184360 -0.022889
C 1.018939 -0.853283 -0.063216
O 0.926890 -1.345500 -1.323007
H 6.068719 -0.557720 1.118357
H 4.128043 -1.376802 -0.754493
H 3.472816 -2.437066 0.659276
H 3.384963 1.284630 1.965449
H -1.244792 0.810526 2.478444
H -2.953177 -1.574216 0.564067
H -1.650490 -2.556901 2.275046
C -5.811290 3.443308 4.259403
C -5.269831 2.091272 3.709188
C -6.438938 1.191033 3.212847
C -7.206830 0.464596 4.308708
C -6.260678 -0.245028 5.270458
C -5.189283 0.710967 5.854073
N -4.438422 1.445348 4.780344
O -3.574100 0.526747 4.159254
C -5.882075 1.711057 6.822597
C -4.236126 -0.096735 6.793004
C -4.444734 2.498190 2.442937
H -5.230939 3.797232 5.118704
H -5.747963 4.248976 3.518481
H -6.863339 3.382086 4.556014
H -6.041276 0.427462 2.528028
H -7.143774 1.786902 2.621640
H -7.850403 1.166469 4.851135
H -7.879438 -0.273422 3.855984
H -6.843736 -0.697457 6.080491
H -5.778059 -1.079559 4.744581
H -5.159623 2.427734 7.229895
H -6.327769 1.179376 7.673588
H -6.698880 2.273260 6.371411
H -3.737793 -0.926507 6.281436
H -4.792694 -0.540173 7.626973
H -3.465580 0.553972 7.222948
H -3.576444 3.111767 2.712269
H -5.061099 3.082697 1.748266
H -4.091020 1.630751 1.874559
C 5.281490 -2.093258 -7.137419
C 5.124685 -2.111423 -5.588549
C 3.672435 -2.502691 -5.186708
C 2.645514 -1.384383 -5.301168
C 3.138693 -0.108851 -4.627727
C 4.530521 0.331112 -5.148945
N 5.546028 -0.771677 -5.056208
O 5.878830 -0.932642 -3.699755
C 4.385129 0.822478 -6.617141
C 4.983759 1.615946 -4.383268
C 6.052428 -3.283802 -5.125323
H 5.954531 -1.295736 -7.471248
H 5.722243 -3.020731 -7.521617
H 4.323065 -1.973284 -7.652745
H 3.667329 -2.848624 -4.142459
H 3.335939 -3.355590 -5.787302
H 2.405624 -1.194860 -6.353581
H 1.707275 -1.700101 -4.829936
H 2.405874 0.689715 -4.789197
H 3.173980 -0.269942 -3.542041
H 5.357546 1.110366 -7.033049
H 3.735770 1.706452 -6.666510
H 3.933110 0.092321 -7.287487
H 5.035051 1.469494 -3.299534
H 4.278380 2.438723 -4.548769
H 5.967311 1.953047 -4.731118
H 7.105699 -3.069839 -5.343921
H 5.789255 -4.215519 -5.641818
H 5.958811 -3.496545 -4.054531

Atoms 1-2, force components in eV/Å:
O 2.12 0.56 -8.15
C -2.55 -0.45 6.07

---

(2)
Here is a structure of composition C3H7N5 in a non-equilibrium geometry from the Open Molecules 2025 dataset. Energies are from wB97M-V/def2-TZVPD.

The calculation puts the total energy at -392.18635 a.u. The LUMO energy comes out at 0.906 eV. The calculation puts the HOMO-LUMO gap at 7.30 eV. Its spin multiplicity is 1. Its net charge is 0.

Atoms and positions in Å:
N 0.468893 -1.417593 -0.185367
C -0.782890 -0.391596 -1.254019
C 0.378927 -0.474251 0.761383
C -0.416627 0.618898 0.373651
N -0.595933 -0.635951 -2.540339
N 1.138200 -0.450773 1.917848
N -0.361596 1.883667 0.973968
N -1.515849 0.329492 -0.537497
H 0.670404 -2.344847 0.188124
H -0.980418 -0.010777 -3.235334
H 0.204449 -1.204399 -2.778103
H 1.197986 0.445216 2.381940
H 1.816743 -1.136186 2.209092
H 0.041770 2.610797 0.396734
H -1.264058 2.178304 1.327920

Atoms 1-2, force components in eV/Å:
N 0.10 0.23 -0.53
C -1.57 -0.22 0.63

---

(3)
Here is an isolated molecule of C4H5NS in a non-equilibrium geometry from the Open Molecules 2025 dataset. Energies are from wB97M-V/def2-TZVPD.

The calculation puts the total energy at -608.09511 a.u. The LUMO energy comes out at 0.365 eV. The calculation puts the HOMO-LUMO gap at 8.85 eV. Its spin multiplicity is 1. Its net charge is 0.

Atoms and positions in Å:
C -1.214453 -1.569793 0.021234
C -0.189944 -0.770541 0.190497
C -1.375376 -0.043513 -0.210763
C 1.562355 1.180930 0.350710
N 2.191252 0.064005 -0.900642
S 1.570061 -0.552532 0.408262
H -1.901915 -2.441276 0.065292
H -1.746098 0.223041 -1.229680
H -2.100522 0.561282 0.445875
H 2.375496 1.458633 0.950901
H 0.829144 1.889768 -0.091687

Atoms 1-2, force components in eV/Å:
C -0.38 0.94 0.62
C -0.13 -1.43 -0.12

---

(4)
Here is a cluster of 2 separate species, H3N2PS in total in a non-equilibrium geometry from the Open Molecules 2025 dataset. Energies are from wB97M-V/def2-TZVPD.

The calculation puts the total energy at -850.74519 a.u. The LUMO energy comes out at -0.359 eV. The calculation puts the HOMO-LUMO gap at 7.90 eV. Its spin multiplicity is 1. Its net charge is 0.

Atoms and positions in Å:
N -2.017752 -0.081399 0.264141
N -3.207784 0.140753 0.370139
P -0.554494 -0.129701 -0.164165
S 2.847805 -0.461649 0.318004
H -3.678678 1.013196 0.275279
H 4.095155 -0.114957 -0.071027
H 2.515751 -0.366240 -0.992374

Atoms 1-2, force components in eV/Å:
N -0.40 2.28 -1.47
N -0.30 -2.83 1.05

---

(5)
Here is a structure of composition C25H21AuN5O from the Open Molecules 2025 dataset. Energies are from wB97M-V/def2-TZVPD.

The calculation puts the total energy at -1449.72108 a.u. The LUMO energy comes out at -3.815 eV. The calculation puts the HOMO-LUMO gap at 7.18 eV. Its spin multiplicity is 1. Its net charge is +1.

Atoms and positions in Å:
Au -0.286075 -0.045144 -0.907443
O -1.424149 -0.401725 3.049754
C -1.241218 -0.005894 1.904054
N -0.150734 0.426961 1.298521
C 1.155654 0.154843 1.812422
C 2.149262 -0.037686 0.669281
C 3.500218 -0.181136 0.968877
C 4.428125 -0.354791 -0.035280
C 4.000434 -0.373613 -1.357855
C 2.658795 -0.230857 -1.609422
N 1.758188 -0.070407 -0.622709
C -2.452866 -0.052937 0.940190
C -3.730223 -0.116340 1.468292
C -4.821012 -0.234312 0.625364
C -4.614614 -0.316633 -0.745660
C -3.322348 -0.275500 -1.221294
N -2.274856 -0.135636 -0.397418
H 1.184573 -0.750221 2.434780
H 1.548160 0.965340 2.440893
H 3.801305 -0.154988 2.007709
H 5.476834 -0.471101 0.203234
H 4.691601 -0.498379 -2.178398
H 2.264590 -0.242958 -2.615594
H -3.819555 -0.082739 2.545265
H -5.823647 -0.275329 1.029360
H -5.436498 -0.427383 -1.437848
H -3.097898 -0.369060 -2.275156
N -0.948653 7.579899 -1.432984
C -0.841660 6.439095 -1.372257
C -0.706582 5.008637 -1.297179
C 0.229066 4.434831 -0.444714
C 0.317418 3.056570 -0.403293
N -0.446368 2.264747 -1.156221
C -1.343515 2.820228 -1.972582
C -1.513479 4.187080 -2.075971
H 0.865179 5.047227 0.177388
H 1.007216 2.562857 0.267154
H -1.943916 2.142544 -2.565950
H -2.251324 4.603657 -2.745796
C -0.246734 -2.103264 -1.286181
C 0.418678 -2.805870 -0.163976
C 1.725818 -3.275917 -0.291351
C 2.358304 -3.894398 0.775879
C 1.692982 -4.045801 1.985662
C 0.386402 -3.593086 2.120036
C -0.246776 -2.983124 1.049978
H -1.296570 -2.365450 -1.391618
H 0.270435 -2.212477 -2.237450
H 2.245424 -3.167543 -1.236761
H 3.368290 -4.266121 0.661289
H 2.186601 -4.527176 2.819442
H -0.140649 -3.712486 3.057089
H -1.267621 -2.637049 1.166473

Atoms 1-2, force components in eV/Å:
Au -0.02 -0.13 0.12
O 0.01 -0.06 -0.03

---

(6)
Here is a structure of composition C40H70F6O20PRb in a non-equilibrium geometry from the Open Molecules 2025 dataset. Energies are from wB97M-V/def2-TZVPD.

The calculation puts the total energy at -4035.62536 a.u. The LUMO energy comes out at -2.347 eV. The calculation puts the HOMO-LUMO gap at 7.04 eV. Its spin multiplicity is 1. Its net charge is 0.

Atoms and positions in Å:
Rb -3.262852 4.161502 -4.821204
P 0.101536 0.208422 -0.586553
F 1.574053 0.998867 -0.531103
F 0.772894 -1.327978 -0.744515
F 0.149018 0.085578 1.007634
F -1.418616 -0.363422 -0.564565
F -0.543905 1.705634 -0.368721
F 0.116216 0.343016 -2.179886
C 2.559132 3.747841 -11.027333
C 2.939799 2.555628 -10.198061
C 1.632173 2.121122 -9.538465
O 0.967880 3.345622 -9.296370
C 1.293397 4.268017 -10.359883
H 2.247462 3.409012 -12.015326
H 3.374708 4.467059 -11.102499
H 3.627429 2.880258 -9.417110
H 3.417351 1.706066 -10.686217
H 1.945041 1.574586 -8.648795
H 1.028656 1.452258 -10.152058
H 1.418038 5.223679 -9.850683
H 0.476037 4.295375 -11.080488
C 2.348391 -5.575232 -6.684009
C 3.360095 -5.692644 -7.804303
C 4.524143 -6.360348 -7.080492
O 3.860071 -7.279922 -6.172189
C 2.725209 -6.659919 -5.683974
H 1.342165 -5.761185 -7.059564
H 2.459969 -4.603813 -6.202342
H 3.612955 -4.764139 -8.316194
H 2.900849 -6.354606 -8.538469
H 5.253567 -5.710839 -6.596548
H 5.097114 -7.012686 -7.739478
H 2.888234 -6.284515 -4.673726
H 1.936975 -7.410101 -5.620524
C 3.039520 -9.144490 6.023334
C 3.362322 -7.607246 5.759945
C 2.392665 -7.277471 4.662395
O 1.235451 -8.147775 4.838606
C 1.752050 -9.369421 5.223525
H 2.948248 -9.145225 7.109503
H 3.826682 -9.806451 5.662386
H 4.400233 -7.419688 5.484868
H 3.235822 -7.016443 6.667170
H 2.679003 -7.483958 3.631146
H 1.974681 -6.272346 4.606613
H 1.920909 -10.083380 4.417387
H 1.025527 -9.891756 5.845955
C 3.380597 8.719958 -3.498558
C 2.570113 10.022592 -3.565605
C 1.277093 9.613214 -4.206228
O 1.125685 8.311314 -3.591495
C 2.390022 7.601018 -3.641863
H 3.990844 8.732819 -2.595484
H 3.987143 8.647853 -4.401331
H 3.006879 10.792906 -4.201177
H 2.382657 10.296167 -2.527283
H 1.247998 9.556052 -5.294336
H 0.373630 10.148120 -3.913406
H 2.582418 6.983888 -4.519492
H 2.369624 6.960672 -2.760025
C -9.922277 1.634794 -0.845973
C -10.406920 2.959786 -1.483124
C -9.823531 2.792992 -2.885672
O -8.493273 2.359994 -2.560768
C -8.500744 1.496618 -1.432804
H -10.446807 0.718147 -1.115647
H -9.883552 1.693852 0.241734
H -9.968021 3.846274 -1.025312
H -11.493747 3.042828 -1.484766
H -9.740317 3.762269 -3.377280
H -10.346223 2.064832 -3.505893
H -7.747191 1.961808 -0.797289
H -8.290736 0.450893 -1.657443
C -5.956633 -7.408034 1.252373
C -5.248873 -6.488171 0.232201
C -3.795902 -6.891052 0.096344
O -3.632108 -7.141672 -1.294093
C -4.837813 -7.097081 -1.915245
O -5.108376 -7.402089 -3.098930
O -5.790858 -6.891360 -1.033969
H -5.543185 -7.361222 2.259831
H -5.805211 -8.448425 0.964704
H -6.995955 -7.080192 1.273193
H -5.416130 -5.421085 0.378660
H -3.518161 -7.800638 0.628889
H -3.166605 -6.072223 0.445059
C 3.086239 0.686064 7.200902
C 4.105434 1.784878 7.546983
C 4.569600 2.507357 6.278891
O 4.556491 3.821938 6.731941
C 3.818212 3.988202 7.772648
O 3.501731 5.061881 8.258248
O 3.579364 2.783965 8.302502
H 3.385896 0.188119 6.278752
H 2.094279 1.128380 7.109008
H 3.101582 -0.061558 7.993952
H 4.985914 1.337580 8.008284
H 3.899141 2.401125 5.426070
H 5.557590 2.163712 5.972471
C -5.034535 -0.148859 8.540498
C -5.575732 -0.224821 7.088352
C -4.803029 -1.070947 6.126478
O -5.830484 -1.863022 5.605921
C -6.933288 -1.738585 6.268759
O -7.982081 -2.236652 5.975915
O -6.774015 -0.941323 7.240227
H -4.945884 -1.142239 8.980301
H -5.608898 0.500673 9.201044
H -4.048262 0.314907 8.523701
H -5.739705 0.794008 6.737367
H -4.085231 -1.735609 6.607176
H -4.304615 -0.493731 5.347684
C 7.521652 -2.471511 0.403275
C 7.839730 -2.973158 -1.014877
C 7.638461 -1.879898 -2.055588
O 8.818223 -1.926225 -2.793211
C 9.684294 -2.686142 -2.218845
O 10.858371 -2.758459 -2.632173
O 9.214028 -3.174082 -1.115669
H 8.003421 -1.508079 0.570050
H 7.951041 -3.080039 1.199152
H 6.456144 -2.397508 0.620757
H 7.336290 -3.893528 -1.310806
H 7.576464 -0.865158 -1.662467
H 6.735190 -1.937301 -2.662973
C -1.452948 9.144522 3.845566
C -2.404363 8.076936 4.386061
C -1.862574 6.689195 4.234998
O -1.963941 6.093791 5.512774
C -2.352998 7.052069 6.410555
O -2.677360 6.807046 7.540913
O -2.484390 8.261366 5.785104
H -0.512294 9.079628 4.392422
H -1.832717 10.160220 3.956167
H -1.229744 8.852876 2.819294
H -3.397191 8.280139 3.984666
H -0.816523 6.739165 3.932712
H -2.545834 6.117731 3.606750

Atoms 1-2, force components in eV/Å:
Rb 0.15 -0.17 0.17
P 0.98 0.50 1.13

---

Q: Which of these has the highest net charge?
A: C25H21AuN5O